(1)
41
Properties=species:S:1:pos:R:3 method="wB97M-V/def2-TZVPD" total_energy_ev=-111927.9096 homo_lumo_gap_ha=0.272
Cd -0.597 -0.320 -0.033
O 3.976 0.283 0.743
C 4.078 1.582 0.363
C 5.315 2.224 0.397
C 5.432 3.551 0.032
C 4.309 4.264 -0.368
C 3.080 3.632 -0.389
C 2.935 2.289 -0.037
C 1.585 1.653 -0.076
O 1.508 0.397 -0.179
N 0.560 2.526 -0.017
N -0.625 1.882 -0.039
C -1.707 2.553 -0.008
C -3.008 1.861 -0.001
C -4.172 2.584 0.226
C -5.382 1.912 0.284
C -5.395 0.537 0.121
C -4.189 -0.106 -0.105
N -3.028 0.533 -0.180
H 4.843 -0.023 1.032
H 6.189 1.666 0.717
H 6.403 4.031 0.064
H 4.392 5.304 -0.657
H 2.190 4.169 -0.690
H -1.667 3.637 0.051
H -4.116 3.656 0.366
H -6.302 2.454 0.462
H -6.314 -0.031 0.167
H -4.148 -1.182 -0.229
F 0.037 -7.072 -1.636
C -0.227 -5.973 -0.931
C -0.083 -4.728 -1.503
F 0.319 -4.620 -2.771
C -0.362 -3.602 -0.757
F -0.205 -2.413 -1.397
C -0.780 -3.649 0.561
Se -1.171 -2.126 1.631
C -0.916 -4.922 1.103
F -1.322 -5.074 2.366
C -0.648 -6.068 0.380
F -0.792 -7.270 0.938


(2)
42
Properties=species:S:1:pos:R:3 method="wB97M-V/def2-TZVPD" total_energy_ev=-47041.6722 homo_lumo_gap_ha=0.263 smiles="CC(F)(F)c1ncn(CC2=CC(=C(F)F)N=NC2=O)c(=O)c1Oc1cccc(C#N)c1F"
C 0.423 -1.021 4.145
C 1.228 0.151 3.598
F 2.548 -0.222 3.495
F 1.159 1.083 4.555
C 0.706 0.695 2.243
N 0.151 1.993 2.114
C -0.372 2.495 1.028
N -0.382 1.814 -0.190
C -0.986 2.432 -1.386
C -2.484 2.253 -1.365
C -3.089 1.145 -1.937
C -4.556 1.031 -1.875
C -5.159 -0.073 -2.438
F -4.386 -1.093 -2.947
F -6.522 -0.226 -2.436
N -5.330 2.033 -1.268
N -4.761 3.088 -0.800
C -3.356 3.263 -0.786
O -2.869 4.291 -0.365
C 0.127 0.523 -0.182
O 0.084 -0.158 -1.218
C 0.724 -0.077 1.063
O 1.177 -1.384 1.078
C 2.188 -1.702 0.200
C 3.254 -0.818 -0.045
C 4.303 -1.222 -0.902
C 4.211 -2.409 -1.612
C 3.126 -3.263 -1.403
C 3.025 -4.493 -2.099
N 3.009 -5.572 -2.548
C 2.139 -2.945 -0.439
F 1.099 -3.794 -0.176
H 0.859 -1.436 5.066
H -0.612 -0.693 4.381
H 0.369 -1.807 3.375
H -0.731 3.518 1.096
H -0.563 1.983 -2.307
H -0.721 3.481 -1.420
H -2.483 0.395 -2.428
H 3.286 0.093 0.514
H 5.186 -0.640 -1.074
H 4.980 -2.711 -2.307


(3)
61
Properties=species:S:1:pos:R:3 method="wB97M-V/def2-TZVPD" charge=-2 total_energy_ev=-167748.8131 e_above_lowest_kj_mol=0.0 homo_lumo_gap_ha="0.193 / 0.247" spin_multiplicity=3
Ti -0.687 -0.113 -0.375
C -2.515 -2.642 0.149
N -1.093 -2.368 -0.069
C -0.318 -2.770 1.113
C -0.551 -1.818 2.280
N -0.487 -0.461 1.774
C -0.420 0.573 2.621
C -0.220 1.856 2.062
F -0.082 1.915 0.701
C -0.119 3.023 2.774
F 0.096 4.188 2.148
C -0.207 2.989 4.155
F -0.110 4.122 4.886
C -0.410 1.765 4.762
F -0.511 1.710 6.103
C -0.519 0.602 4.029
F -0.725 -0.540 4.730
C -0.610 -3.028 -1.287
C -1.170 -2.356 -2.533
N -0.928 -0.936 -2.404
C -1.162 -0.108 -3.423
C -0.831 1.257 -3.235
F -0.249 1.583 -2.043
C -1.013 2.251 -4.162
F -0.654 3.512 -3.889
C -1.557 1.943 -5.399
F -1.755 2.900 -6.332
C -1.891 0.626 -5.650
F -2.424 0.304 -6.844
C -1.701 -0.364 -4.705
F -2.082 -1.619 -5.057
H -2.676 -3.717 0.327
H -3.099 -2.332 -0.714
H -2.875 -2.079 1.008
H 0.735 -2.749 0.843
H -0.574 -3.802 1.403
H 0.222 -2.026 3.028
H -1.516 -2.035 2.759
H -0.864 -4.100 -1.275
H 0.477 -2.930 -1.296
H -2.239 -2.584 -2.644
H -0.667 -2.798 -3.403
Cl -4.469 0.428 1.310
Si -3.184 0.702 -0.412
Cl -3.623 2.767 -0.836
Cl -4.469 -0.214 -1.912
F 3.959 0.583 -1.725
C 4.061 -0.514 -0.973
F 3.968 -1.582 -1.779
F 5.269 -0.527 -0.409
S 2.727 -0.577 0.300
O 1.556 -0.514 -0.544
O 2.984 -1.793 1.017
N 2.897 0.745 1.098
S 3.691 0.841 2.474
O 4.968 0.182 2.476
O 2.852 0.725 3.627
C 4.104 2.634 2.354
F 4.871 2.884 1.289
F 4.796 2.983 3.449
F 3.022 3.401 2.284


(4)
41
Properties=species:S:1:pos:R:3 method="wB97M-V/def2-TZVPD" charge=-2 total_energy_ev=-53249.7016 e_above_lowest_kj_mol=143.8 homo_lumo_gap_ha="0.145 / 0.159"
Ba 1.339 -2.331 -1.169
C -2.930 0.571 -0.211
C -2.133 1.767 -0.651
C -2.747 3.042 -0.738
C -2.002 4.111 -1.136
C -0.635 3.943 -1.441
C 0.193 5.014 -1.857
C 1.508 4.773 -2.137
C 2.056 3.482 -2.006
C 1.286 2.424 -1.585
S 3.836 0.734 -2.128
C -0.103 2.640 -1.310
N -0.868 1.582 -0.934
H -3.982 0.820 -0.077
H -2.542 0.189 0.735
H -2.848 -0.229 -0.948
H -3.794 3.146 -0.485
H -2.443 5.099 -1.215
H -0.234 6.007 -1.942
H 2.153 5.584 -2.455
H 3.100 3.295 -2.224
N -1.706 1.847 3.828
C -1.063 0.928 3.526
C -0.291 -0.202 3.182
C 0.186 -1.166 4.160
C 0.912 -2.238 3.662
C 1.163 -2.388 2.314
N 0.704 -1.456 1.371
C 0.023 -0.427 1.840
H -0.021 -1.045 5.213
H 1.291 -2.995 4.341
H 1.697 -3.246 1.926
H -0.300 0.303 1.102
S 1.951 0.827 -1.340
O 1.662 -4.387 -0.570
N 1.828 -5.697 -0.201
C 1.126 -6.451 -1.144
C 0.387 -5.790 -2.142
N -0.177 -5.213 -2.986
C 1.182 -7.854 -1.104
N 1.233 -9.014 -1.065


(5)
47
Properties=species:S:1:pos:R:3 method="wB97M-V/def2-TZVPD" total_energy_ev=-87890.6941 e_above_lowest_kj_mol=150.0 homo_lumo_gap_ha="0.256 / 0.266" spin_multiplicity=3
W -0.708 -0.744 -0.620
Cl -1.729 0.676 -3.375
C -0.623 -0.401 -4.241
Cl -0.041 -1.651 -3.103
H 0.235 0.176 -4.588
H -1.164 -0.889 -5.050
F 1.477 -5.755 0.274
C 0.874 -4.657 0.763
C 0.276 -3.759 -0.109
C -0.347 -2.609 0.369
C -0.385 -2.406 1.783
C 0.283 -3.307 2.617
F 0.363 -3.082 3.946
C 0.915 -4.431 2.129
C -1.232 -1.305 2.224
C -1.785 -1.181 3.496
C -2.779 -0.255 3.735
C -3.238 0.526 2.670
C -2.635 0.401 1.445
N -1.627 -0.468 1.204
H 0.307 -3.964 -1.172
H 1.434 -5.102 2.794
H -1.453 -1.824 4.292
H -3.205 -0.159 4.720
H -4.057 1.213 2.804
H -2.936 1.012 0.597
I 4.164 6.865 -0.922
C 2.847 5.217 -1.029
C 3.172 4.152 -1.853
C 2.324 3.064 -1.910
C 1.153 3.048 -1.155
C 0.839 4.127 -0.334
C 1.687 5.218 -0.269
C 0.291 1.844 -1.170
O -0.816 1.794 -0.579
O 0.705 0.812 -1.787
H 4.080 4.164 -2.434
H 2.563 2.215 -2.535
H -0.064 4.099 0.256
H 1.450 6.054 0.371
O -2.623 -3.444 -2.089
S -3.404 -2.239 -1.781
N -2.410 -1.164 -1.245
O 3.128 -0.242 0.525
N 1.997 -0.464 0.223
O 1.023 0.084 0.802
O 1.674 -1.260 -0.690


(6)
44
Properties=species:S:1:pos:R:3 method="wB97M-V/def2-TZVPD" charge=+2 total_energy_ev=-84565.9927 e_above_lowest_kj_mol=0.0 homo_lumo_gap_ha="0.239 / 0.244" spin_multiplicity=2
Mn -0.760 -0.290 -0.125
O -2.747 3.908 -3.294
C -1.887 3.148 -3.956
O -1.728 3.210 -5.137
C -1.100 2.133 -3.171
C -0.064 1.338 -3.709
Cl 0.613 1.354 -5.231
N 0.393 0.509 -2.752
N -0.270 0.753 -1.605
C -1.169 1.722 -1.859
C -2.032 2.000 -0.682
O -2.820 2.871 -0.551
O -1.775 1.054 0.299
C 1.464 -0.452 -2.765
C 2.604 -0.176 -2.021
C 3.616 -1.130 -1.992
C 3.475 -2.315 -2.702
C 2.328 -2.562 -3.446
C 1.302 -1.627 -3.477
H -2.795 3.751 -2.335
H 2.729 0.778 -1.521
H 4.524 -0.931 -1.439
H 4.274 -3.044 -2.689
H 2.235 -3.481 -4.009
H 0.408 -1.794 -4.064
O -2.481 -1.462 -2.657
C -2.510 -2.250 -1.834
O -1.363 -1.699 -0.463
C -3.043 -3.497 -1.402
C -2.763 -4.104 -0.174
C -3.351 -5.319 0.111
C -4.194 -5.879 -0.833
C -4.491 -5.294 -2.052
C -3.910 -4.081 -2.349
N -4.817 -7.195 -0.513
O -4.543 -7.683 0.553
O -5.546 -7.663 -1.358
H -2.104 -3.639 0.542
H -3.174 -5.837 1.043
H -5.164 -5.790 -2.738
H -4.116 -3.587 -3.289
C 0.846 -0.427 0.585
H 1.300 -1.406 0.748
H 1.418 0.441 0.916